Entry from OMol25: C29H58GaO11S4 as an isolated structure (wB97M-V/def2-TZVPD).

Output
Kohn-Sham gap = 5.210 eV
energy = -149244.8902 eV
HOMO energy = -0.1500 Ha
max |F| = 4.4 eV/A

The geometry in ORCA input format:
```
! RIJCOSX wB97M-V def2-TZVPD def2/J DEFGRID3
* xyz -1 1
C -8.12247 -5.38612 -0.03503
C -7.67925 -5.62820 -1.37613
C -6.22030 -5.40885 -1.94090
O -5.78215 -6.28066 -2.73386
O -5.37671 -4.30348 -1.67874
C -5.05358 -4.17061 -0.26753
C -4.56933 -5.51503 0.43990
C -4.10405 -5.31578 1.97566
C -3.09809 -4.08669 2.20043
C -3.78506 -2.78036 2.83978
C -4.03099 -1.57540 1.80468
Ga -2.34696 -1.02963 0.71383
C -2.87323 0.45848 -0.67392
C -2.36968 0.13747 -2.16380
C -0.78928 -0.09158 -2.31032
O -0.33913 -1.44079 -2.02740
C -0.77182 -2.36168 -3.06093
H -8.34522 -6.31521 0.60833
H -8.33059 -4.35703 0.42113
H -8.45089 -6.06913 -2.10240
H -5.88252 -3.70360 0.36629
H -4.17093 -3.43006 -0.21078
H -5.37937 -6.33877 0.47693
H -3.68356 -5.99661 -0.11576
H -4.97660 -5.22667 2.70695
H -3.53833 -6.27933 2.26097
H -2.54980 -3.89697 1.22119
H -2.29754 -4.43448 2.95355
H -3.23901 -2.40245 3.77891
H -4.82847 -3.11485 3.21788
H -4.85637 -1.77589 1.03964
H -4.35946 -0.65704 2.41510
H -1.97221 -2.32468 -0.19982
H -1.13669 -0.51851 1.59793
H -2.56950 1.50494 -0.33858
H -4.03028 0.41650 -0.70622
H -2.62092 1.04979 -2.82717
H -2.99573 -0.73119 -2.59021
H -0.15439 0.62972 -1.68788
H -0.52701 0.12407 -3.41761
H -0.65828 -1.91408 -4.11483
H -0.18607 -3.33843 -2.98885
H -1.87722 -2.59390 -2.83348
C 3.91859 1.26571 1.77605
C 3.53551 1.06003 3.24378
C 2.00811 1.10904 3.32980
S 1.39957 0.56048 1.74022
O 0.72595 1.66738 1.09819
O 0.78565 -0.73766 1.89033
C 2.99959 0.35269 0.97725
H 4.96973 1.03401 1.59481
H 3.74823 2.30893 1.49274
H 3.89278 0.08069 3.57955
H 3.99118 1.81394 3.89027
H 1.62790 0.44914 4.10972
H 1.64873 2.12613 3.49534
H 2.94515 0.61539 -0.07900
H 3.28966 -0.69398 1.09020
C 4.79453 5.80067 -0.86279
C 4.98371 5.33895 -2.30960
C 6.06330 4.25594 -2.30738
S 5.99266 3.48070 -0.69691
O 7.22500 3.76184 0.00450
O 5.47318 2.13755 -0.83697
C 4.71070 4.52790 -0.03039
H 3.89951 6.41486 -0.74687
H 5.65765 6.39724 -0.54948
H 4.04426 4.92113 -2.68478
H 5.25842 6.16766 -2.96573
H 5.88134 3.50594 -3.07780
H 7.05975 4.68353 -2.43188
H 4.88329 4.69689 1.03218
H 3.75439 4.02159 -0.18066
C -2.83451 1.64102 3.84709
C -3.19670 1.86111 5.31757
C -2.03017 2.60388 5.97215
S -1.24919 3.55317 4.67119
O 0.08396 3.03316 4.45926
O -1.50052 4.96143 4.89043
C -2.30008 2.97724 3.34896
H -3.69440 1.31026 3.26290
H -2.05737 0.87391 3.76841
H -4.10399 2.47109 5.38193
H -3.39954 0.91760 5.82909
H -2.37210 3.27949 6.75688
H -1.28985 1.91063 6.37507
H -1.72545 2.89275 2.42580
H -3.10717 3.70282 3.22525
C 5.33040 -0.74838 -4.41045
C 5.96860 -0.12959 -5.65627
C 4.94361 0.82674 -6.26966
S 3.91767 1.39440 -4.91695
O 2.57683 0.90125 -5.11864
O 4.19477 2.79239 -4.66214
C 4.69856 0.41023 -3.65033
H 6.06445 -1.27599 -3.79844
H 4.55933 -1.46604 -4.70837
H 6.86582 0.42753 -5.36732
H 6.27465 -0.89282 -6.37523
H 5.42443 1.68345 -6.74279
H 4.30122 0.31689 -6.98931
H 3.95749 0.09108 -2.91808
H 5.46027 1.02773 -3.16965
*
```

=====

Entry from OMol25: C34H55BBrN8PdSi as an isolated structure (wB97M-V/def2-TZVPD).

Output
energy above the lowest of the compared OMol25 structures with the same formula, charge and spin = 0.456 eV
Kohn-Sham gap (spin up / spin down) = 6.598 / 6.598 eV
energy = -130143.3087 eV
HOMO energy (spin up / spin down) = -0.4133 / -0.4133 Ha
max |F| = 1.3 eV/A

The geometry in ORCA input format:
```
! RIJCOSX wB97M-V def2-TZVPD def2/J DEFGRID3
* xyz 1 1
Pd -0.10180 -0.55392 0.11001
C -0.75371 3.11236 3.64386
C -1.26553 1.96972 2.84188
C -2.41742 1.24256 3.04280
C -2.48789 0.27888 2.03981
N -1.39985 0.44764 1.24958
N -0.64800 1.48716 1.75300
B 0.59215 2.19642 1.07942
N 0.28194 2.41294 -0.41220
N -0.46449 1.50514 -1.09760
C -0.89630 2.11242 -2.20849
C -0.38756 3.41134 -2.25618
C 0.31265 3.58725 -1.07974
C 0.93232 4.84659 -0.59209
C -1.94859 1.55108 -3.13224
C -2.39343 2.61444 -4.14102
C -1.37589 0.36137 -3.90033
C -3.17743 1.14923 -2.30706
N 1.88479 1.40892 1.36381
N 1.81122 0.11364 1.78965
C 2.99863 -0.18684 2.32174
C 3.85973 0.91647 2.19308
C 3.12006 1.90939 1.60076
C 3.54404 3.29371 1.27416
C 3.39761 -1.43050 3.08603
C 4.48458 -2.19006 2.31435
C 2.23353 -2.35519 3.40507
C 3.99789 -0.96061 4.42652
C -3.71386 -0.62034 1.95887
C -3.79459 -1.61693 0.81316
C -4.92504 0.32697 1.81330
C -3.81745 -1.39881 3.27921
H -1.35348 3.21256 4.54606
H 0.28455 2.95422 3.93133
H -0.81128 4.04555 3.08519
H -3.14066 1.40609 3.81839
H 0.69323 3.28073 1.55805
H -0.57613 4.16058 -3.00104
H 0.87224 5.59354 -1.38078
H 0.40699 5.23235 0.28196
H 1.97550 4.72509 -0.32124
H -1.57223 2.92372 -4.78828
H -3.17543 2.20077 -4.77765
H -2.79726 3.49721 -3.64615
H -2.12750 -0.07595 -4.55827
H -1.03872 -0.40026 -3.20283
H -0.52057 0.66083 -4.50822
H -3.62278 2.02609 -1.83462
H -3.92981 0.68588 -2.94674
H -2.92495 0.45580 -1.50702
H 4.87626 0.99759 2.53248
H 4.55351 3.45572 1.64707
H 3.56461 3.45941 0.19602
H 2.88685 4.03965 1.72174
H 4.08578 -2.65437 1.41265
H 5.30168 -1.52732 2.02715
H 4.89870 -2.98117 2.94075
H 1.78743 -2.77973 2.51578
H 2.59192 -3.17884 4.02365
H 1.44644 -1.83665 3.95316
H 4.94347 -0.43671 4.29073
H 3.31111 -0.29404 4.94897
H 4.18519 -1.82494 5.06410
H -3.78300 -1.12527 -0.15970
H -3.01328 -2.37035 0.87957
H -4.74878 -2.13763 0.89395
H -4.84336 0.93053 0.90825
H -5.83718 -0.26626 1.74600
H -5.02680 0.99925 2.66186
H -2.96521 -2.06801 3.40776
H -3.87045 -0.73371 4.13824
H -4.72927 -1.99571 3.26669
N -0.60990 -2.85056 2.10699
C -0.39562 -1.96370 1.40631
Br 1.79075 -3.34695 -0.22201
C 2.47072 -1.90411 -1.17645
C 3.67421 -2.01917 -1.85045
C 4.14509 -0.91022 -2.52881
C 3.40123 0.25806 -2.50735
C 2.20961 0.28320 -1.81251
N 1.73795 -0.78515 -1.14858
H 4.21837 -2.95061 -1.83130
H 5.08158 -0.96045 -3.06587
H 3.72965 1.14702 -3.02442
H 1.60094 1.17032 -1.78250
C 0.51566 -2.32402 -3.85075
Si -0.86369 -2.86991 -2.68725
C -0.62228 -4.67487 -2.22194
C -2.59520 -2.77827 -3.43457
C -1.28670 -1.82646 -1.12149
H 1.25007 -3.12503 -3.93463
H 1.03333 -1.41560 -3.55279
H 0.10484 -2.14482 -4.84550
H -1.10726 -5.26818 -3.00122
H -1.09474 -4.94470 -1.27738
H 0.42060 -4.97878 -2.17823
H -2.56570 -3.31008 -4.38865
H -2.96123 -1.77242 -3.62291
H -3.31965 -3.29230 -2.80328
H -1.63410 -2.54378 -0.38769
H -2.06818 -1.09714 -1.29293
*
```

=====

Entry from OMol25: C3H14N6O4Rb as an isolated structure (wB97M-V/def2-TZVPD).

Output
energy above the lowest of the compared OMol25 structures with the same formula, charge and spin = 0.000 eV
Kohn-Sham gap = 10.182 eV
energy = -21121.5961 eV
HOMO energy = -0.4589 Ha
max |F| = 6.1 eV/A

The geometry in ORCA input format:
```
! RIJCOSX wB97M-V def2-TZVPD def2/J DEFGRID3
* xyz 1 1
Rb 0.39133 0.40860 0.88726
C -1.06932 2.30848 -2.35163
O -0.27385 1.64271 -1.60930
N -0.62695 3.10640 -3.23863
N -2.34829 2.58079 -2.13336
H 0.27568 3.44133 -2.93335
H -1.33857 3.59515 -3.76283
H -2.81761 3.10732 -2.85627
H -2.80078 2.27207 -1.28480
C 3.35005 -0.82892 -1.60553
O 2.32584 -0.72036 -0.91190
N 4.55770 -0.65576 -1.05774
N 3.48409 -1.00180 -2.85373
H 4.64649 -1.03596 -0.12625
H 5.37369 -0.49901 -1.63193
H 4.40522 -1.13146 -3.24720
H 2.63598 -1.15786 -3.37951
C -2.79893 -1.67342 2.39237
O -2.15989 -0.79730 1.76697
N -2.53905 -2.92594 2.26750
N -3.55119 -1.57371 3.48126
H -1.89822 -3.31082 1.58830
H -3.00994 -3.62100 2.82897
H -4.05221 -0.71710 3.66912
H -3.84377 -2.44417 3.90174
O 0.98765 0.45083 3.77294
H 1.69598 -0.07749 4.14088
H 0.99886 1.25843 4.28665
*
```

=====

Entry from OMol25: C6H10O2 as an isolated structure (wB97M-V/def2-TZVPD).

Output
energy above the lowest of the compared OMol25 structures with the same formula, charge and spin = 8.990 eV
Kohn-Sham gap = 8.716 eV
energy = -10470.1795 eV
HOMO energy = -0.3267 Ha
max |F| = 8.0 eV/A

The geometry in ORCA input format:
```
! RIJCOSX wB97M-V def2-TZVPD def2/J DEFGRID3
* xyz 0 1
C 1.86961 -0.60185 0.68704
C 1.73460 0.70796 0.03402
C 0.71568 1.51527 -0.48415
C -0.86540 1.45764 -0.03332
C -1.66388 0.37792 0.50001
C -1.67007 -1.03284 -0.00692
H 2.27638 -1.38736 -1.71338
H 0.79554 -1.12679 1.29713
H 2.62203 -0.58496 1.57794
H 2.86490 0.71618 -0.50432
H 1.13286 2.47779 -0.96040
H -1.32479 2.46395 0.13967
H -2.59475 0.81536 1.11863
H -1.62621 -1.87372 0.73827
H -0.73587 -0.85519 -0.75707
H -3.16536 -0.26850 -0.91830
O 2.55997 -1.59196 -0.36061
O -2.92524 -1.20890 -0.35419
*
```